No. 1
Molecular formula: C22H17Co2N2O6
Method: DFT, ωB97M-V with the def2-TZVPD basis set

Molar mass in g mol⁻¹: 523.3
Total charge: -1
HOMO-LUMO gap in eV: 5.25
Max |F| in eV/Å: 4.84
Energy above the lowest of the compared OMol25 structures with the same formula, charge and spin in kJ/mol: 210.0
HOMO in eV: -3.07
Electronic energy in eV: -113605.031

```
49
Properties=species:S:1:pos:R:3:lowdin_charge:R:1
O 1.1603 3.6595 -0.7804 0.0858
C 0.5208 2.7513 -0.5333 -0.1492
Co -0.5549 1.3024 -0.1774 -0.0394
C -0.8281 0.9374 1.5703 -0.1681
O -1.0525 0.6492 2.6482 0.0761
C -2.1845 1.5855 -0.8462 -0.1687
O -3.2263 1.6986 -1.2915 0.1013
C -0.4185 -0.7624 -0.5982 -0.1394
C -1.8564 -1.2162 -0.5507 -0.2428
C -2.4654 -1.4026 0.6873 -0.0602
C -3.8124 -1.6981 0.7956 -0.0857
C -4.5673 -1.8545 -0.3448 -0.1236
C -3.9849 -1.6928 -1.5804 -0.0982
C -2.6406 -1.4020 -1.6780 -0.0658
C 0.1608 0.1381 -1.6272 -0.3318
C -0.1447 -0.0495 -3.0364 0.0632
Co 1.6166 -0.9127 -0.5984 -0.0100
C 1.9554 -2.3400 -1.6542 -0.1648
O 2.1551 -3.2396 -2.3246 0.0807
C 1.5134 -1.3991 1.1480 -0.1625
O 1.4168 -1.7121 2.2381 0.0971
C 2.8636 0.4302 -0.6929 -0.1504
O 3.6424 1.2601 -0.7559 0.0922
H -1.8634 -1.2777 1.5782 0.0914
H -4.2871 -1.7741 1.7652 0.0984
H -5.5919 -2.1733 -0.2688 0.0874
H -4.5869 -1.7602 -2.4734 0.0966
H -2.1870 -1.3109 -2.6445 0.0828
H 0.6653 -0.0702 -3.7502 0.0411
H -1.1231 0.1996 -3.3984 0.0372
C 0.8816 3.4156 9.1369 -0.0722
N 0.9386 4.1940 7.8996 -0.1967
C 1.1721 5.6309 8.0407 -0.0722
C 0.8538 3.5860 6.6193 -0.2316
C 0.3919 4.2887 5.5112 -0.0329
C 0.3647 3.6790 4.2852 -0.1452
N 0.7639 2.4340 4.0659 0.0665
C 1.1836 1.7563 5.1229 -0.1451
C 1.2494 2.2729 6.3937 -0.0277
H 0.4977 2.4165 8.9417 0.0782
H 1.8732 3.3324 9.5793 0.0804
H 0.2106 3.8966 9.8470 0.0788
H 1.4702 6.0617 7.0872 0.0778
H 0.2681 6.1298 8.3853 0.0805
H 1.9780 5.8106 8.7499 0.0784
H 0.0332 5.2964 5.6292 0.0977
H -0.0097 4.2217 3.4282 0.1094
H 1.4984 0.7374 4.9448 0.1096
H 1.6419 1.6857 7.2044 0.0958
```

---

No. 2
Molecular formula: C5H5NO
Method: DFT, ωB97M-V with the def2-TZVPD basis set

Molar mass in g mol⁻¹: 95.1
HOMO-LUMO gap in eV: 10.93
Max |F| in eV/Å: 1.05
Energy above the lowest of the compared OMol25 structures with the same formula, charge and spin in kJ/mol: 179.7
HOMO in eV: -10.32
Electronic energy in eV: -8801.557

```
12
Properties=species:S:1:pos:R:3:lowdin_charge:R:1
O 1.9977 1.2631 -0.1145 0.0701
C 0.8743 1.3084 0.3212 -0.2318
C 0.2262 0.0128 0.7791 -0.1935
C -1.1356 -0.5450 0.4851 -0.0522
C 0.0514 -0.9798 -0.3465 -0.2170
C 0.0309 -0.2737 -1.6124 -0.2031
N -0.1192 0.5193 -2.4419 0.1802
H 0.3276 2.2651 0.3771 0.1317
H 0.6790 -0.3539 1.6970 0.1472
H -1.8923 0.0226 -0.0478 0.1158
H -1.5270 -1.2678 1.1957 0.1103
H 0.4871 -1.9711 -0.2922 0.1422
```

---

No. 3
Molecular formula: C5H15N2
Method: DFT, ωB97M-V with the def2-TZVPD basis set

Molar mass in g mol⁻¹: 103.2
Total charge: +1
HOMO-LUMO gap in eV: 5.85
Max |F| in eV/Å: 1.97
Energy above the lowest of the compared OMol25 structures with the same formula, charge and spin in kJ/mol: 533.5
HOMO in eV: -13.89
Electronic energy in eV: -8397.147

```
22
Properties=species:S:1:pos:R:3:lowdin_charge:R:1
N -1.3743 -1.0430 -0.4832 0.0681
C -2.5781 -0.3212 -0.0913 -0.2882
C -2.4472 1.1883 -0.1504 -0.0772
N 0.7276 -0.1745 0.6018 0.0712
C 1.2432 0.0270 -0.7264 -0.2326
C 2.5957 0.7501 -0.7282 -0.0276
C 1.6153 -0.8005 1.5162 -0.0499
H -2.8743 1.5467 -1.0864 0.0814
H -0.5873 -0.7607 0.2201 0.0391
H -1.6091 -2.0261 -0.3287 0.1072
H -3.4160 -0.6537 -0.7191 0.1357
H -2.8919 -0.6572 0.9124 0.1272
H -1.4158 1.5393 -0.1011 0.0597
H -3.0154 1.6789 0.6306 0.0802
H 0.4820 0.6423 -1.2006 0.1089
H 1.2800 -0.9324 -1.2726 0.1650
H 2.9932 0.6782 -1.7398 0.1010
H 2.4658 1.8085 -0.5318 0.0968
H 3.3241 0.3592 -0.0695 0.0615
H 2.3495 -0.0702 1.8726 0.1385
H 2.1053 -1.6767 1.0888 0.1239
H 1.0277 -1.1023 2.3864 0.1101
```

---

No. 4
Molecular formula: C38H49Br2GeO4V
Method: DFT, ωB97M-V with the def2-TZVPD basis set

Molar mass in g mol⁻¹: 853.2
Total charge: +2
HOMO-LUMO gap (spin up / spin down) in eV: 6.64 / 7.10
Max |F| in eV/Å: 1.60
Energy above the lowest of the compared OMol25 structures with the same formula, charge and spin in kJ/mol: 0.0
HOMO (spin up / spin down) in eV: -13.25 / -13.33
Electronic energy in eV: -270664.869
Multiplicity: 3
Expectation value of S²: 2.026

```
95
Properties=species:S:1:pos:R:3:mulliken_spin:R:1
V -1.5863 1.1104 0.1373 2.0158
C -1.3103 3.8172 -1.5762 0.0131
O -1.9659 2.5579 -1.3504 -0.0217
C -3.3473 2.4802 -1.7327 0.0225
C -4.1703 2.6112 -0.4737 0.0054
O -3.6607 1.6363 0.4768 -0.0238
C -4.0122 1.9591 1.8393 0.0099
C -2.7783 2.5388 2.5447 0.0223
O -1.8420 2.9157 1.5270 0.0320
C -0.9344 3.9458 1.9705 0.0068
H -1.3005 4.0241 -2.6450 0.0005
H -1.8184 4.6155 -1.0347 0.0027
H -0.2885 3.7099 -1.2197 -0.0073
H -3.5895 3.2624 -2.4515 0.0013
H -3.4957 1.5107 -2.2080 -0.0050
H -4.0541 3.6089 -0.0475 -0.0016
H -5.2260 2.4092 -0.6586 -0.0005
H -4.8393 2.6659 1.8291 -0.0001
H -4.3511 1.0472 2.3235 -0.0002
H -3.0490 3.4146 3.1352 -0.0009
H -2.3101 1.8081 3.2106 -0.0114
H -0.4616 3.6653 2.9095 -0.0011
H -0.1711 4.0598 1.2054 -0.0039
H -1.4925 4.8747 2.0906 0.0017
C 6.3861 2.0979 -0.0783 -0.0009
C 5.7644 0.9234 0.6926 -0.0004
C 6.1497 1.0464 2.1670 -0.0004
C 6.3252 -0.4006 0.1528 -0.0008
C 4.2525 0.9493 0.4947 -0.0072
C 3.3599 1.1251 1.5424 0.0045
C 2.0088 1.1115 1.2806 -0.0198
Br 0.8244 1.2613 2.7490 0.0004
C 1.4707 0.9622 -0.0058 0.0182
O 0.1204 0.9111 -0.0831 -0.0414
C 2.3562 0.8066 -1.0943 -0.0036
C 3.7148 0.7933 -0.7784 0.0035
C 1.9965 0.5442 -2.5714 -0.0006
C 2.8666 1.4139 -3.5037 -0.0005
C 2.3130 -0.9322 -2.8707 -0.0007
C 0.5257 0.8395 -2.9363 -0.0111
H 7.4686 2.0976 0.0555 -0.0001
H 5.9989 3.0516 0.2845 0.0000
H 6.1832 2.0320 -1.1483 0.0000
H 7.2343 0.9966 2.2615 0.0000
H 5.7300 0.2338 2.7641 0.0001
H 5.8289 1.9990 2.5933 0.0000
H 7.4054 -0.4289 0.3000 -0.0001
H 6.1365 -0.5226 -0.9146 0.0000
H 5.8883 -1.2525 0.6779 0.0001
H 3.7000 1.2512 2.5596 -0.0001
H 4.4127 0.6368 -1.5859 0.0009
H 3.9298 1.1970 -3.4385 -0.0002
H 2.7218 2.4753 -3.2928 0.0004
H 2.5688 1.2287 -4.5361 0.0000
H 3.3662 -1.1552 -2.6985 0.0001
H 2.0827 -1.1593 -3.9134 0.0000
H 1.7257 -1.6010 -2.2380 0.0004
H 0.4752 1.4616 -3.8298 0.0001
H 0.0005 1.3595 -2.1480 0.0235
H -0.0261 -0.0769 -3.1605 -0.0024
Ge -2.2534 -1.6471 1.1776 -0.0789
C -3.2752 -3.2374 0.8008 0.0086
C -2.6411 -4.3399 0.2324 -0.0010
C -3.3784 -5.4644 -0.1110 0.0001
C -4.7465 -5.4942 0.1215 0.0004
C -5.3805 -4.4036 0.7038 -0.0002
C -4.6475 -3.2764 1.0406 0.0048
C -0.5269 -1.9364 1.9985 0.0175
C 0.6357 -2.3623 1.3616 0.0016
C 1.7617 -2.6790 2.1084 0.0002
C 1.7244 -2.6034 3.4937 0.0000
C 0.5590 -2.2110 4.1382 -0.0007
C -0.5578 -1.8712 3.3928 -0.0033
H -3.0775 -0.6611 2.0304 0.0341
H -1.5683 -4.3336 0.0688 0.0003
H -2.8836 -6.3213 -0.5488 0.0000
H -5.3187 -6.3743 -0.1394 0.0000
H -6.4436 -4.4368 0.9019 0.0000
H -5.1512 -2.4308 1.4979 -0.0003
H 0.6864 -2.4593 0.2855 -0.0012
H 2.6656 -2.9986 1.6064 -0.0001
H 2.6011 -2.8612 4.0727 0.0000
H 0.5213 -2.1640 5.2183 0.0000
H -1.4582 -1.5522 3.9094 0.0014
Br -3.3456 -3.5369 -4.3320 0.0006
C -2.8952 -2.4006 -2.9199 0.0035
C -1.5642 -2.2763 -2.5345 0.0086
C -1.2462 -1.4670 -1.4652 0.0322
C -2.2291 -0.7469 -0.7388 -0.1334
C -3.5700 -0.8986 -1.1907 0.1056
C -3.9034 -1.6922 -2.2605 -0.0069
H -0.7946 -2.8184 -3.0677 -0.0003
H -0.2085 -1.3618 -1.1802 -0.0101
H -4.3688 -0.4041 -0.6499 -0.0014
H -4.9327 -1.8037 -2.5729 0.0000
```

---

No. 5
Molecular formula: C28H37N5O10S2Tc
Method: DFT, ωB97M-V with the def2-TZVPD basis set

Molar mass in g mol⁻¹: 765.8
Total charge: +2
HOMO-LUMO gap (spin up / spin down) in eV: 7.67 / 4.08
Max |F| in eV/Å: 1.46
HOMO (spin up / spin down) in eV: -13.08 / -13.08
Electronic energy in eV: -81415.070
Multiplicity: 4
Expectation value of S²: 3.792

```
83
Properties=species:S:1:pos:R:3:mulliken_spin:R:1
Tc -0.6859 0.9921 -0.0177 1.8267
C -1.6723 3.5443 -1.4465 -0.0015
C -2.6109 3.2364 -0.3009 0.0057
O -2.7383 1.8096 -0.2734 -0.0015
C -3.8485 1.2788 0.5084 0.0024
C -4.1876 -0.0556 -0.1163 0.0028
O -2.9744 -0.7723 -0.1982 0.0091
C -2.7102 -1.5034 -1.3764 -0.0002
C -2.3143 -0.5838 -2.4989 -0.0020
O -1.1583 0.2098 -2.1145 0.0099
C -0.7994 1.0962 -3.1798 -0.0019
C 0.0376 2.2187 -2.6112 -0.0012
O -0.5324 2.6534 -1.3521 -0.0014
H -1.3119 4.5717 -1.3938 -0.0004
H -2.1634 3.3800 -2.4059 0.0002
H -3.5828 3.6901 -0.5058 -0.0001
H -2.2423 3.5909 0.6621 -0.0012
H -4.6861 1.9719 0.4224 -0.0006
H -3.5384 1.1952 1.5492 -0.0020
H -4.6441 0.0898 -1.1000 -0.0006
H -4.8969 -0.5901 0.5213 0.0002
H -3.5681 -2.1049 -1.6919 0.0008
H -1.8852 -2.1725 -1.1285 0.0020
H -3.1156 0.1175 -2.7479 -0.0021
H -2.0471 -1.1646 -3.3832 0.0016
H -1.7144 1.4786 -3.6401 0.0000
H -0.2308 0.5513 -3.9377 -0.0003
H 0.0932 3.0617 -3.2998 -0.0002
H 1.0481 1.8935 -2.3732 -0.0011
N 1.8922 7.4571 4.7276 0.3236
C 1.3638 6.3078 4.3185 0.1563
C 0.1954 6.3109 3.4990 0.1797
C -0.3444 5.1261 3.0898 -0.0702
C 0.2572 3.9164 3.4759 0.2627
C 1.4042 3.8941 4.2884 -0.0505
C 1.9538 5.0708 4.7086 0.1721
S -0.4533 2.3804 2.9746 -0.0097
O -1.8524 2.6019 2.7520 0.0084
O 0.0217 1.3905 3.8826 0.0182
N 0.1529 2.1171 1.4678 0.0231
C 1.4466 1.7037 1.2465 0.0346
N 2.5077 1.9970 1.9654 0.0118
C 3.6577 1.4970 1.5092 0.0095
C 3.7568 0.7370 0.3491 0.0016
C 2.5910 0.4692 -0.3364 -0.0002
N 1.4283 0.9412 0.1286 -0.0688
H 1.4743 8.3435 4.4878 -0.0128
H 2.7020 7.4767 5.3294 -0.0128
H -0.2655 7.2536 3.2335 -0.0045
H -1.2577 5.1079 2.5111 -0.0068
H 1.8194 2.9430 4.5879 0.0001
H 2.8243 5.0776 5.3519 -0.0050
H 4.5396 1.7206 2.0977 -0.0001
H 4.7045 0.3597 -0.0030 0.0006
H 2.5857 -0.1328 -1.2377 0.0006
C 0.8541 -8.7156 -2.4705 0.0000
C 0.9776 -7.2201 -2.4114 -0.0001
C -0.1513 -6.4119 -2.2745 0.0002
C -0.0395 -5.0348 -2.2272 -0.0003
C 1.2239 -4.4610 -2.3102 0.0004
C 2.3668 -5.2401 -2.4412 -0.0005
C 2.2307 -6.6159 -2.4975 0.0002
S 1.3861 -2.7279 -2.2476 -0.0002
O 0.5458 -2.0738 -3.2155 0.0007
O 2.7854 -2.3813 -2.2195 0.0000
N 0.6952 -2.3459 -0.7809 0.0030
C 1.3182 -2.9211 0.4229 0.0012
C 0.8556 -2.1493 1.6636 0.0044
C -0.5949 -1.7390 1.5417 -0.0150
O -1.5163 -2.4725 1.7208 0.0218
O -0.7784 -0.4180 1.2473 0.1580
H -0.1744 -9.0387 -2.3253 0.0000
H 1.4738 -9.1838 -1.7051 0.0000
H 1.1964 -9.0898 -3.4363 0.0000
H -1.1293 -6.8711 -2.2091 0.0000
H -0.9196 -4.4127 -2.1282 0.0002
H 3.3370 -4.7678 -2.5041 0.0000
H 3.1125 -7.2342 -2.6097 0.0000
H 0.6793 -1.3304 -0.7635 0.0167
H 2.4102 -2.8859 0.3763 0.0002
H 1.0080 -3.9630 0.4776 -0.0002
H 1.4644 -1.2567 1.8140 0.0014
H 0.9574 -2.7903 2.5375 0.0031
```

---

No. 6
Molecular formula: C6H13N2S
Method: DFT, ωB97M-V with the def2-TZVPD basis set

Molar mass in g mol⁻¹: 145.3
Total charge: +1
HOMO-LUMO gap in eV: 9.23
Max |F| in eV/Å: 5.56
Energy above the lowest of the compared OMol25 structures with the same formula, charge and spin in kJ/mol: 368.8
HOMO in eV: -13.30
Electronic energy in eV: -20238.657

```
22
Properties=species:S:1:pos:R:3:lowdin_charge:R:1
C -0.3884 1.4784 -2.7704 -0.1016
C 0.0278 -0.1175 1.4359 -0.5249
C -2.2345 -1.1331 0.7812 -0.1007
C 1.5248 -1.4905 0.0722 -0.0095
C 1.8864 0.9925 0.4542 0.0191
C -1.2188 -0.8302 1.7959 -0.4421
N -0.7016 1.8455 -1.5753 -0.0135
N 1.0521 -0.2722 0.6116 -0.1371
S -0.9727 0.9904 2.2533 1.0691
H -0.8512 2.0596 -3.6207 0.0923
H 0.2954 0.7127 -2.8480 0.0220
H -3.2125 -0.8807 1.0487 0.0693
H -1.9553 -0.6797 -0.2722 0.1234
H -2.0876 -2.1892 0.4920 0.1004
H 0.8745 -1.8567 -0.6199 0.0698
H 2.4301 -1.1651 -0.3873 0.0881
H 1.8662 -2.3637 0.7694 0.1606
H 2.8060 0.5837 0.8699 0.1018
H 2.0630 1.2740 -0.6308 0.1161
H 1.4400 1.8245 0.9714 0.0745
H -1.3200 -1.5196 2.6509 0.1328
H -1.3237 2.7370 -1.4820 0.0902
```

---

Please write out number 3 again, unchanged.
Molecular formula: C5H15N2
Method: DFT, ωB97M-V with the def2-TZVPD basis set

Molar mass in g mol⁻¹: 103.2
Total charge: +1
HOMO-LUMO gap in eV: 5.85
Max |F| in eV/Å: 1.97
Energy above the lowest of the compared OMol25 structures with the same formula, charge and spin in kJ/mol: 533.5
HOMO in eV: -13.89
Electronic energy in eV: -8397.147

```
22
Properties=species:S:1:pos:R:3:lowdin_charge:R:1
N -1.3743 -1.0430 -0.4832 0.0681
C -2.5781 -0.3212 -0.0913 -0.2882
C -2.4472 1.1883 -0.1504 -0.0772
N 0.7276 -0.1745 0.6018 0.0712
C 1.2432 0.0270 -0.7264 -0.2326
C 2.5957 0.7501 -0.7282 -0.0276
C 1.6153 -0.8005 1.5162 -0.0499
H -2.8743 1.5467 -1.0864 0.0814
H -0.5873 -0.7607 0.2201 0.0391
H -1.6091 -2.0261 -0.3287 0.1072
H -3.4160 -0.6537 -0.7191 0.1357
H -2.8919 -0.6572 0.9124 0.1272
H -1.4158 1.5393 -0.1011 0.0597
H -3.0154 1.6789 0.6306 0.0802
H 0.4820 0.6423 -1.2006 0.1089
H 1.2800 -0.9324 -1.2726 0.1650
H 2.9932 0.6782 -1.7398 0.1010
H 2.4658 1.8085 -0.5318 0.0968
H 3.3241 0.3592 -0.0695 0.0615
H 2.3495 -0.0702 1.8726 0.1385
H 2.1053 -1.6767 1.0888 0.1239
H 1.0277 -1.1023 2.3864 0.1101
```

---

electronic energy of number 1 (C22H17Co2N2O6)?
-113605.031 eV